No. 1
{
  "formula": "C3H10S",
  "method": "ωB97M-V with the def2-TZVPD basis set",
  "elements": ["C", "H", "H", "H", "H", "C", "C", "S", "H", "H", "H", "H", "H", "H"],
  "positions_angstrom": [[0.80426, 3.47127, -0.87770], [-0.13546, 3.08120, -1.22957], [1.46260, 3.49650, -1.70727], [1.02853, 2.77957, 0.00200], [0.75538, 4.51997, -0.61390], [-0.88718, -1.95119, 1.40142], [0.23439, -1.97481, 0.39163], [-0.26855, -2.35707, -1.43849], [-1.35677, -2.95228, 1.19179], [-1.65792, -1.15929, 1.17735], [-0.65262, -2.02203, 2.44944], [0.61271, -1.02286, 0.19654], [0.97674, -2.76569, 0.44846], [-0.91610, -1.14328, -1.39171]],
  "multiplicity": 2,
  "lumo_energy_ev": [-4.92, -9.38],
  "largest_force_ev_per_a": 3.37,
  "e_tot_ha": -518.09745,
  "relative_energy_ev": 1.414,
  "s_squared": 0.75,
  "total_charge": 1
}

=====

No. 2
{
  "formula": "C3H10S2",
  "method": "ωB97M-V with the def2-TZVPD basis set",
  "elements": ["C", "S", "H", "H", "H", "H", "C", "S", "C", "H", "H", "H", "H", "H", "H"],
  "positions_angstrom": [[2.49406, 1.55845, -0.99413], [2.36063, -0.15368, -0.32723], [3.11828, 1.42825, -1.87417], [1.48584, 1.83096, -1.29659], [2.89416, 2.23235, -0.25512], [1.88475, 0.30349, 0.85745], [-2.43389, 0.12849, -0.83473], [-1.91853, -1.02228, 0.45642], [-1.08250, 0.09186, 1.66851], [-1.64414, -0.00205, -1.57553], [-2.46327, 1.14021, -0.43537], [-3.37853, -0.18046, -1.27520], [-0.08841, -0.23504, 1.96829], [-0.99619, 0.99886, 1.07159], [-1.69503, 0.11932, 2.56561]],
  "multiplicity": 1,
  "lumo_energy_ev": 0.79,
  "largest_force_ev_per_a": 1.42,
  "smiles": "CSC.CS",
  "e_tot_ha": -916.63385,
  "relative_energy_ev": 0.819
}